(1)
The following is a DFT calculation (ωB97M-V/def2-TZVPD) of a molecular structure, C40H33F6GeN6O4PSr at a distorted geometry.

Its energy above the lowest of the compared OMol25 structures with the same formula, charge and spin is 156.3 kJ/mol. Its LUMO energy is 0.0006 Eh. Its spin multiplicity is 1. As for the strongest force on any atom: 0.0922 Eh/bohr.

Positions of all 92 atoms, in Å:
Sr 0.449 -0.845 1.291
O 0.266 0.171 5.554
C 0.002 -0.130 4.404
O 0.749 -0.153 3.388
C -1.404 -0.483 4.073
C -2.394 -0.579 5.035
C -3.674 -0.581 4.599
C -4.010 -0.787 3.280
C -2.985 -0.704 2.354
N -1.737 -0.521 2.795
C -3.145 -0.563 0.839
O -4.161 -0.880 0.280
O -2.023 -0.164 0.207
H -2.093 -0.395 6.077
H -4.543 -0.536 5.265
H -5.002 -1.047 2.940
C 2.342 -1.507 -1.734
N 2.001 -2.513 -0.711
C 3.170 -3.229 -0.231
C 3.548 -2.674 1.128
N 2.910 -1.813 1.894
C 3.769 -1.550 2.985
C 3.607 -0.651 4.077
C 4.681 -0.580 4.977
C 5.838 -1.365 4.812
C 5.927 -2.269 3.792
C 4.869 -2.337 2.960
N 4.722 -3.027 1.672
C 2.656 -0.149 -1.168
N 2.213 0.512 -0.144
C 2.821 1.732 -0.206
C 2.736 2.807 0.664
C 3.666 3.820 0.533
C 4.588 3.873 -0.543
C 4.638 2.889 -1.459
C 3.740 1.818 -1.282
N 3.651 0.516 -1.872
H 1.406 -1.335 -2.307
H 2.948 -1.822 -2.614
H 1.254 -3.058 -1.016
H 4.031 -3.289 -0.970
H 2.791 -4.242 0.039
H 2.686 -0.135 4.126
H 4.550 0.162 5.791
H 6.610 -1.270 5.633
H 6.785 -2.937 3.701
H 5.474 -3.651 1.338
H 2.138 2.780 1.555
H 3.712 4.650 1.211
H 5.279 4.702 -0.625
H 5.252 2.870 -2.313
H 4.000 0.236 -2.777
F -0.781 -3.040 -0.700
P -0.994 -4.214 0.399
F -2.395 -3.540 0.687
F 0.467 -4.750 0.003
F -1.605 -5.173 -0.718
F -1.182 -5.401 1.534
F -0.253 -3.307 1.543
C -0.827 2.456 0.052
Ge -1.863 1.205 -1.035
C -0.960 0.454 -2.558
C 0.077 1.153 -3.166
C 0.739 0.633 -4.272
C 0.443 -0.566 -4.793
C -0.630 -1.276 -4.249
C -1.292 -0.756 -3.132
C -3.584 1.949 -1.247
C -4.294 2.068 -0.068
C -5.629 2.396 0.010
C -6.279 2.630 -1.171
C -5.640 2.602 -2.460
C -6.420 2.753 -3.664
C -5.829 2.425 -4.879
C -4.433 2.110 -4.920
C -3.671 2.062 -3.771
C -4.245 2.215 -2.492
H 0.205 2.325 0.104
H -1.342 2.407 1.020
H -1.084 3.469 -0.242
H 0.379 2.102 -2.740
H 1.498 1.140 -4.810
H 0.960 -1.003 -5.625
H -1.059 -2.184 -4.681
H -2.046 -1.410 -2.714
H -3.729 1.781 0.847
H -6.127 2.527 0.946
H -7.336 2.870 -1.193
H -7.505 2.942 -3.615
H -6.465 2.477 -5.753
H -3.956 1.876 -5.839
H -2.618 1.827 -3.936

Atomic forces in eV per Å
Sr -0.03 -0.96 -0.89
O 0.30 0.09 0.38
C 0.01 -0.06 0.40
O 1.14 0.57 0.27
C -1.62 -0.30 -0.23
C 1.19 1.37 1.22
C -2.47 -1.08 0.75
C 0.14 -0.19 -1.59
C 0.96 0.71 0.27
N 0.64 0.00 -1.06
C -0.46 -1.60 0.25
O 0.24 0.48 0.11
O 0.10 0.09 0.11
H -0.32 -0.33 -0.52
H 0.60 -0.06 0.19
H -0.21 0.43 0.12
C -2.75 -0.07 -0.04
N 2.36 2.32 -0.77
C -1.18 -0.81 1.04
C 0.87 0.67 0.17
N 0.09 0.06 -0.46
C -2.04 1.08 1.23
C 1.57 -1.40 -0.79
C -1.29 0.82 -0.39
C 0.31 0.87 2.27
C 1.84 -0.72 1.01
C -0.36 -1.52 -4.48
N 2.41 -0.51 2.22
C 2.56 -0.68 -1.94
N -1.08 -0.72 -0.51
C 1.36 1.13 -0.75
C 0.96 0.38 0.85
C 0.20 0.29 -0.92
C -0.25 0.96 1.19
C -1.48 -2.09 -0.51
C -0.27 -1.44 0.28
N -0.87 1.76 1.05
H -0.01 -0.01 0.43
H 0.64 0.11 1.06
H -1.12 -1.43 -0.49
H -0.90 0.12 0.99
H 0.54 0.28 -0.60
H -0.56 0.76 0.45
H 0.46 -0.77 -0.40
H -0.73 -0.26 -1.34
H -0.19 0.25 -0.06
H -1.17 0.57 -0.05
H -0.45 -0.08 0.14
H -0.25 0.08 0.42
H -0.10 0.06 0.10
H 0.97 0.22 -0.73
H -0.02 0.00 0.24
F 0.47 1.03 -0.51
P -0.32 -2.20 0.30
F -0.52 -0.11 0.89
F 0.82 -0.52 0.10
F -0.40 0.01 -0.12
F 0.05 1.26 -0.92
F -0.14 0.79 0.30
C -2.42 0.31 -0.07
Ge 0.61 0.13 0.41
C 0.66 0.06 -0.16
C 0.09 0.39 0.32
C 0.61 1.34 0.45
C -1.84 -2.47 -0.28
C -0.50 0.28 0.39
C -0.26 -1.45 -0.45
C -1.43 0.29 -0.52
C 2.17 -0.75 0.66
C -0.62 0.63 -1.05
C -0.20 0.51 -0.95
C -0.05 -0.71 0.80
C 0.94 -0.97 -0.22
C 0.04 0.63 1.23
C -0.95 0.36 1.11
C 0.11 -0.29 -1.09
C -1.07 0.42 0.10
H 1.63 -0.25 0.23
H 0.49 -0.33 0.18
H 0.29 0.18 -0.47
H 0.13 0.15 -0.17
H 0.77 1.00 0.10
H 0.30 0.15 -0.39
H 0.61 0.13 0.11
H -0.31 0.24 0.21
H -0.71 0.53 -0.40
H -0.25 -0.21 0.43
H -0.05 0.03 0.22
H 0.72 0.09 0.12
H 0.31 -0.16 -0.25
H 0.24 -0.04 -0.76
H -0.28 0.05 0.45

(2)
The following is a DFT calculation (ωB97M-V/def2-TZVPD) of a molecular structure, C40H43BaNO2PS4 at a distorted geometry.

Its energy above the lowest of the compared OMol25 structures with the same formula, charge and spin is 89.2 kJ/mol. Its LUMO energy is -0.1085 Eh. Its spin multiplicity is 1. As for the strongest force on any atom: 0.0725 Eh/bohr. As for the net charge: +1.

Positions of all 92 atoms, in Å:
Ba -0.655 -0.073 0.524
C -0.025 0.616 -4.126
C 0.499 1.895 -3.471
S 1.255 1.701 -1.846
C 2.791 0.878 -2.310
C 3.459 0.196 -1.122
S 2.540 -1.173 -0.390
C 2.724 -2.367 -1.733
C 1.718 -3.497 -1.576
S -0.002 -2.970 -1.691
C -0.183 -2.668 -3.458
C -1.403 -1.799 -3.731
S -1.298 -0.120 -3.086
H 0.783 -0.101 -4.270
H -0.447 0.852 -5.103
H -0.320 2.601 -3.316
H 1.210 2.383 -4.137
H 3.469 1.635 -2.708
H 2.596 0.156 -3.103
H 3.621 0.907 -0.315
H 4.439 -0.177 -1.423
H 3.736 -2.775 -1.704
H 2.592 -1.869 -2.693
H 1.814 -3.947 -0.586
H 1.896 -4.289 -2.304
H -0.299 -3.623 -3.972
H 0.724 -2.195 -3.834
H -2.286 -2.229 -3.256
H -1.608 -1.768 -4.801
C 3.533 4.812 -0.512
C 2.216 5.247 -0.637
C 1.209 4.606 0.065
C 1.490 3.529 0.911
C 2.807 3.103 1.035
C 3.823 3.743 0.323
P 0.088 2.745 1.807
C -0.505 4.146 2.812
C 0.317 5.189 3.240
C -0.195 6.203 4.038
C -1.531 6.189 4.418
C -2.358 5.159 3.996
C -1.846 4.147 3.192
C 0.932 1.607 2.976
C 1.502 2.075 4.170
C 2.187 1.194 4.990
C 2.308 -0.143 4.609
C 1.725 -0.584 3.427
C 0.986 0.255 2.562
H 4.328 5.316 -1.050
H 1.980 6.087 -1.280
H 0.186 4.957 -0.035
H 3.046 2.280 1.701
H 4.851 3.416 0.444
H 1.359 5.213 2.943
H 0.452 7.008 4.364
H -1.928 6.984 5.038
H -3.403 5.147 4.283
H -2.495 3.345 2.856
H 1.416 3.116 4.465
H 2.631 1.545 5.915
H 2.858 -0.831 5.244
H 1.841 -1.639 3.183
C -3.185 -4.907 3.688
O -4.104 -3.970 3.119
C -5.403 -3.981 3.495
C -5.978 -4.881 4.386
C -7.330 -4.793 4.698
C -8.133 -3.816 4.134
C -7.560 -2.910 3.253
C -6.217 -2.992 2.940
N -5.654 -2.049 2.012
C -4.635 -1.244 2.205
C -3.996 -0.874 3.390
C -4.519 -1.108 4.699
C -3.876 -0.619 5.787
C -2.672 0.117 5.609
C -2.139 0.358 4.375
C -2.776 -0.147 3.220
O -2.238 0.019 2.038
H -3.385 -5.100 4.736
H -2.201 -4.459 3.613
H -3.209 -5.841 3.130
H -5.393 -5.670 4.828
H -7.754 -5.506 5.393
H -9.185 -3.755 4.376
H -8.156 -2.124 2.803
H -5.957 -2.139 1.054
H -4.254 -0.792 1.296
H -5.452 -1.645 4.821
H -4.279 -0.772 6.779
H -2.154 0.497 6.482
H -1.210 0.901 4.249

Atomic forces in eV per Å
Ba 1.87 -0.41 -2.81
C 0.16 0.07 0.11
C -0.14 -0.03 -0.11
S -0.03 0.06 0.01
C 0.16 -0.05 0.01
C 0.03 0.08 -0.01
S 0.04 0.00 0.04
C -0.02 -0.13 -0.03
C 0.06 0.04 0.08
S -0.30 -0.14 0.29
C 0.06 0.02 -0.09
C 0.04 -0.06 -0.05
S -0.32 0.06 0.17
H 0.03 0.02 0.00
H 0.00 0.01 -0.03
H 0.00 -0.01 -0.02
H 0.03 0.00 -0.01
H 0.04 -0.02 -0.01
H -0.02 0.01 -0.01
H -0.01 0.07 0.05
H 0.03 0.02 0.00
H 0.01 -0.02 -0.02
H -0.02 -0.01 -0.01
H -0.02 -0.02 -0.02
H 0.03 0.01 -0.04
H 0.01 -0.02 -0.02
H -0.02 0.02 -0.03
H 0.00 0.00 -0.01
H 0.03 0.01 -0.03
C -0.05 -0.03 0.02
C 0.02 -0.07 0.01
C -0.03 0.01 0.01
C -0.04 0.22 0.17
C 0.09 0.05 -0.03
C -0.05 -0.07 0.02
P 0.48 0.15 0.05
C -0.16 0.00 0.04
C -0.02 0.06 0.03
C -0.01 -0.03 -0.03
C 0.02 -0.01 0.00
C 0.05 -0.05 -0.05
C -0.04 0.01 0.08
C -0.02 -0.05 0.09
C -0.02 -0.10 -0.07
C 0.00 -0.05 0.00
C -0.06 0.10 -0.03
C -0.14 0.10 -0.02
C 0.69 0.27 0.49
H -0.03 -0.03 0.02
H 0.01 -0.04 0.04
H 0.03 -0.02 0.01
H -0.01 0.06 -0.01
H -0.05 0.00 -0.01
H -0.02 0.00 0.01
H 0.00 -0.01 -0.01
H 0.02 -0.02 -0.02
H 0.02 -0.01 -0.01
H 0.01 0.01 0.00
H -0.01 -0.02 -0.05
H -0.02 -0.03 -0.05
H -0.04 0.02 -0.05
H 0.01 0.02 -0.04
C -0.18 0.07 -0.10
O 0.08 0.03 0.09
C 0.21 -0.29 0.09
C -0.14 0.00 -0.05
C 0.08 -0.03 0.02
C 0.04 0.04 -0.03
C -0.16 0.01 -0.05
C -0.07 0.35 -0.12
N -0.08 -0.38 -0.05
C 0.10 0.09 0.09
C -0.18 -0.09 0.02
C -0.06 -0.02 -0.11
C 0.18 0.12 0.01
C -0.03 -0.01 0.10
C 0.04 0.03 0.18
C 0.37 0.16 -0.79
O -2.61 -0.14 2.66
H -0.10 0.05 0.16
H 0.06 0.08 -0.13
H -0.04 -0.08 0.00
H 0.10 -0.06 0.02
H 0.02 0.01 -0.03
H 0.03 0.01 -0.01
H 0.03 -0.03 0.03
H -0.12 -0.02 0.03
H 0.03 0.03 0.03
H 0.10 0.07 -0.02
H 0.04 0.01 0.00
H -0.03 -0.01 -0.01
H -0.02 -0.02 0.03